{"formula": "C4H7OPS", "method": "the ωB97M-V functional and the def2-TZVPD basis", "multiplicity": 3, "e_above_lowest_ev": 0.000, "total_charge": 0, "symbols": ["C", "C", "C", "C", "O", "P", "S", "H", "H", "H", "H", "H", "H", "H"], "positions_angstrom": [[-0.806247, -0.744993, 0.882908], [0.321908, -0.084897, 0.846113], [2.353734, -0.208893, -0.448056], [1.461849, 0.445536, 0.598249], [-3.098314, -1.442954, -0.405586], [-2.070586, -0.315540, -0.360497], [-1.960252, 2.037936, 0.171971], [-1.187602, -1.538582, 1.456008], [2.199424, -1.252695, -0.368767], [3.468197, -0.077836, -0.358996], [2.076797, 0.071553, -1.374789], [-3.250398, 2.081832, -0.338594], [1.829929, 1.236961, 1.162241], [-1.338438, -0.207431, -1.462203]], "atomic_forces_ev_per_a": [[0.3101, 1.7435, -1.3230], [-1.7553, -1.4226, 0.7145], [1.8846, -0.3580, 3.0042], [1.4182, -0.7815, -1.0369], [0.8077, 0.6543, -0.1829], [-2.7314, -3.0694, 1.5345], [-0.6497, 1.9993, -0.0570], [0.2053, -0.9280, 1.0647], [-0.1593, -1.2077, -0.0938], [-1.1774, 0.3383, 0.2853], [-0.8711, 1.0962, -3.2445], [0.9507, 0.1016, 0.4924], [0.4384, 1.5834, 0.7817], [1.3294, 0.2506, -1.9391]], "lowdin_charge": [-0.25, -0.18, -0.07, -0.13, -0.49, 0.48, 0.51, 0.06, 0.06, 0.10, 0.03, -0.16, 0.08, -0.05]}